Entry 1:
Molecular formula: C30H48P2Zr
Method: DFT, ωB97M-V/def2-TZVPD

Results
Multiplicity   1
Net charge   +2

Last column: Mulliken charge in e.
Positions of all 81 atoms, in Å:
1 Zr 0.0125 -0.2084 1.9103  -1.221
2 C -0.6061 -2.3071 2.7818  0.581
3 C 0.7584 -2.3952 2.3005  1.172
4 C 0.7192 -0.9736 4.1567  0.720
5 C -0.6092 -1.4397 3.9393  0.937
6 C 1.5740 -1.5323 3.1330  0.175
7 C -1.7547 -3.1436 2.3426  -1.798
8 H -1.5453 -3.6233 1.3828  0.290
9 H -2.6770 -2.5517 2.2472  0.420
10 H -1.9561 -3.9362 3.0788  0.384
11 C -1.7541 -1.2389 4.8713  -1.472
12 H -2.6564 -1.7125 4.4672  0.429
13 H -1.9532 -0.1689 5.0224  0.262
14 H -1.5389 -1.6808 5.8557  0.347
15 C 1.2006 -0.2865 5.3843  -1.680
16 H 1.1288 -0.9498 6.2614  0.357
17 H 0.6007 0.6035 5.6018  0.336
18 H 2.2482 0.0135 5.2708  0.411
19 C 3.0639 -1.4839 3.1543  -1.841
20 H 3.4530 -2.1204 3.9630  0.401
21 H 3.4393 -0.4668 3.3378  0.403
22 H 3.4870 -1.8476 2.2144  0.354
23 C 1.2889 -3.3968 1.3360  -1.654
24 H 1.6278 -4.2949 1.8750  0.286
25 H 2.1479 -3.0003 0.7814  0.384
26 H 0.5205 -3.7079 0.6202  0.378
27 C -1.8181 0.4094 -4.7771  -0.160
28 C -1.7040 -0.9260 -4.8596  -0.616
29 C -0.8226 -1.6578 -5.8290  -0.769
30 C 0.5363 -0.9987 -6.1766  -1.021
31 C 1.2908 -0.4633 -4.9986  -0.226
32 C 1.2017 0.7700 -4.4835  -0.494
33 C 0.2825 1.8606 -4.9447  -0.354
34 C -1.0551 1.4155 -5.5858  -1.089
35 H -1.3624 -1.8266 -6.7775  0.340
36 H 0.4052 -0.2546 -6.9744  0.339
37 H -0.6106 -2.6581 -5.4171  0.326
38 H -0.8875 1.0997 -6.6247  0.319
39 H -2.5871 0.8505 -4.1306  0.455
40 H -2.3938 -1.5637 -4.2960  0.796
41 H -1.6854 2.3196 -5.6312  0.429
42 H 0.0417 2.5013 -4.0788  0.225
43 H 1.9167 1.0737 -3.7092  0.516
44 H 0.8107 2.5057 -5.6677  0.444
45 H 1.1599 -1.8050 -6.5976  0.398
46 H 2.0255 -1.1673 -4.5878  0.389
47 P -0.9455 -0.4263 -0.4948  1.878
48 P 1.8730 0.9380 0.5260  1.350
49 C -0.0970 0.8332 -1.5620  -0.506
50 C 1.0684 1.6525 -0.9654  -0.709
51 H -0.8796 1.5184 -1.9316  0.574
52 H 0.2539 0.2698 -2.4366  -0.454
53 H 1.8567 1.7691 -1.7257  0.461
54 H 0.7189 2.6688 -0.7109  0.501
55 C 2.6532 2.3217 1.4166  -1.359
56 H 3.3586 1.8914 2.1433  0.398
57 H 1.8958 2.8989 1.9617  0.347
58 H 3.1968 2.9772 0.7250  0.466
59 C 3.3329 0.0745 -0.1276  -1.457
60 H 3.8365 0.7287 -0.8530  0.507
61 H 3.0529 -0.8674 -0.6161  0.323
62 H 4.0234 -0.1474 0.6986  0.407
63 C -2.7147 -0.0048 -0.6795  -1.244
64 H -3.2929 -0.7912 -0.1688  0.457
65 H -2.9898 0.0243 -1.7433  0.371
66 H -2.9475 0.9652 -0.2137  0.346
67 C -0.8643 -1.9323 -1.5146  -0.958
68 H 0.1383 -2.3746 -1.4761  0.358
69 H -1.1172 -1.7155 -2.5616  -0.206
70 H -1.5839 -2.6627 -1.1213  0.482
71 C -2.2179 4.2813 3.2337  -0.576
72 C -1.7433 3.4087 4.2246  -0.914
73 C -1.1493 2.1814 3.8663  -0.191
74 C -1.0054 1.8273 2.5233  1.266
75 C -1.4774 2.7055 1.5414  0.201
76 C -2.0819 3.9249 1.8868  -1.199
77 H -2.6789 5.2264 3.5063  0.406
78 H -1.8302 3.6620 5.2802  0.436
79 H -0.7879 1.5075 4.6477  -0.290
80 H -1.3758 2.4548 0.4876  0.475
81 H -2.4432 4.5758 1.0911  0.444

Entry 2:
Molecular formula: C30H49BBaN8S3
Method: DFT, ωB97M-V/def2-TZVPD

Results
Multiplicity   1
Net charge   +2

Last column: Mulliken charge in e.
Positions of all 92 atoms, in Å:
1 Ba -3.8710 -0.4538 0.4099  1.726
2 C -1.0707 3.9575 -2.3107  -1.706
3 C -0.4910 2.5921 -2.1524  0.138
4 C 0.4423 2.0855 -3.0018  -0.649
5 C 0.9435 0.7567 -2.8378  0.193
6 N 0.5652 0.0264 -1.8394  -0.670
7 N -0.3085 0.5411 -0.9416  1.460
8 B -0.3163 -0.2206 0.3051  -2.466
9 N -0.2054 0.5422 1.5790  0.907
10 N 0.7354 1.4967 1.5234  -0.441
11 C 1.0080 2.1651 2.6034  0.068
12 C 0.2627 1.9406 3.7973  -0.327
13 C -0.6984 0.9765 3.8557  -0.109
14 C -1.5277 0.7049 5.0653  -1.824
15 C -0.9195 0.2125 2.6681  1.183
16 S -2.0018 -1.0887 2.5605  -0.371
17 C 2.1263 3.1862 2.5479  1.950
18 C 2.8207 3.1670 1.1848  -1.642
19 C 3.1468 2.8318 3.6421  -1.495
20 C 1.5407 4.5821 2.8091  -1.677
21 N 0.2005 -1.6108 0.2840  0.940
22 N 1.4537 -1.6177 0.7646  -0.520
23 C 2.1308 -2.7267 0.7316  0.007
24 C 1.5134 -3.9230 0.2661  -0.421
25 C 0.2460 -3.9162 -0.2336  0.191
26 C -0.4423 -5.1414 -0.7317  -1.836
27 C -0.4413 -2.6613 -0.2561  0.758
28 S -1.9822 -2.4614 -0.9266  -0.546
29 C 3.5723 -2.7012 1.2023  2.182
30 C 3.7222 -3.5602 2.4647  -1.767
31 C 4.4474 -3.2888 0.0815  -1.525
32 C 4.0250 -1.2688 1.4967  -1.924
33 C -0.9447 1.7446 -1.0906  0.830
34 S -2.2273 2.1662 -0.0856  -0.341
35 C 1.9435 0.1665 -3.8155  2.037
36 C 3.1567 1.1041 -3.9024  -1.634
37 C 1.2700 0.0577 -5.1920  -1.781
38 C 2.4058 -1.2187 -3.3569  -1.762
39 H -0.6028 4.4811 -3.1410  0.439
40 H -2.1453 3.8927 -2.4865  0.357
41 H -0.9373 4.5397 -1.3978  0.335
42 H 0.7913 2.6886 -3.8300  0.438
43 H 0.4477 2.5630 4.6636  0.456
44 H -1.2479 1.3530 5.8925  0.410
45 H -2.5830 0.8583 4.8336  0.333
46 H -1.4231 -0.3365 5.3713  0.390
47 H 3.2243 2.1777 0.9660  0.196
48 H 2.1285 3.4405 0.3875  0.287
49 H 3.6412 3.8841 1.1936  0.505
50 H 3.5498 1.8288 3.4879  0.213
51 H 3.9733 3.5411 3.6045  0.470
52 H 2.7101 2.8797 4.6405  0.353
53 H 0.7645 4.8194 2.0790  0.332
54 H 1.1144 4.6622 3.8105  0.360
55 H 2.3296 5.3290 2.7220  0.463
56 H 2.0545 -4.8586 0.3295  0.450
57 H 0.2042 -6.0120 -0.6517  0.418
58 H -1.3523 -5.3183 -0.1560  0.347
59 H -0.7449 -5.0097 -1.7711  0.378
60 H 3.4391 -4.5987 2.2834  0.365
61 H 4.7649 -3.5510 2.7825  0.471
62 H 3.1134 -3.1712 3.2826  0.359
63 H 4.2210 -4.3398 -0.1024  0.400
64 H 4.3170 -2.7389 -0.8526  0.172
65 H 5.4950 -3.2214 0.3744  0.482
66 H 3.4442 -0.8325 2.3102  0.358
67 H 5.0767 -1.2734 1.7828  0.535
68 H 3.9067 -0.6345 0.6165  0.253
69 H 2.8895 2.0832 -4.3027  0.374
70 H 3.6168 1.2431 -2.9220  0.307
71 H 3.8996 0.6667 -4.5688  0.473
72 H 0.9354 1.0317 -5.5542  0.365
73 H 1.9822 -0.3425 -5.9133  0.469
74 H 0.4097 -0.6126 -5.1503  0.380
75 H 2.8684 -1.1612 -2.3702  0.256
76 H 1.5675 -1.9136 -3.2995  0.297
77 H 3.1363 -1.6148 -4.0626  0.506
78 N -5.9667 1.2851 -0.1721  -0.498
79 C -6.7986 0.9446 -1.3570  -0.814
80 C -7.5747 -0.3618 -1.1900  -0.426
81 C -6.7910 -1.6502 -1.4448  -0.768
82 N -6.0040 -2.0931 -0.2630  -0.512
83 H -6.5995 1.4448 0.6088  0.228
84 H -5.5447 2.1956 -0.3456  0.212
85 H -6.1350 0.8675 -2.2218  0.375
86 H -7.5097 1.7464 -1.5643  0.419
87 H -8.4014 -0.3381 -1.8998  0.348
88 H -8.0240 -0.3965 -0.1914  0.322
89 H -6.0959 -1.5007 -2.2750  0.360
90 H -7.4920 -2.4302 -1.7472  0.421
91 H -5.6127 -3.0084 -0.4795  0.226
92 H -6.6612 -2.2723 0.4929  0.217

| no. | DFT total energy (hartree) | HOMO-LUMO gap (hartree) | E_LUMO (eV) |
| --- | --- | --- | --- |
| 1 | -1901.12043 | 0.22381 | -7.558 |
| 2 | -2855.21252 | 0.27039 | -6.260 |